{
  "formula": "C4H32B6CaO",
  "method": "ωB97M-V/def2-TZVPD",
  "gap_ev": [2.47, 4.87],
  "total_charge": -5,
  "multiplicity": 2,
  "energy_ev": -29177.583,
  "s_squared": 0.751,
  "homo_ev": [8.974, 6.510],
  "elements": ["Ca", "B", "H", "H", "H", "H", "B", "H", "H", "H", "H", "B", "H", "H", "H", "H", "B", "H", "H", "H", "H", "B", "H", "H", "H", "H", "B", "H", "H", "H", "H", "C", "C", "C", "O", "C", "H", "H", "H", "H", "H", "H", "H", "H"],
  "coordinates": [[-0.2186, 0.8830, 0.0564], [1.0991, 3.5279, 0.7654], [1.0747, 3.7794, 1.8144], [1.9825, 3.9111, 0.2786], [1.1018, 2.4507, 0.7027], [0.1970, 3.8537, 0.2712], [-2.3926, 0.2063, -0.9338], [-2.4365, -0.3024, -1.8843], [-3.3716, 0.3293, -0.4973], [-1.8339, -0.3749, -0.2166], [-1.9679, 1.1949, -1.0153], [-1.7944, -1.1012, 2.8060], [-2.4812, -0.9611, 3.6263], [-2.4117, -1.4298, 1.9844], [-1.2337, -0.1913, 2.6575], [-1.2628, -1.9669, 3.1695], [-1.7113, 2.0794, 1.5739], [-0.8122, 1.9389, 2.1537], [-1.4077, 2.7133, 0.7553], [-2.0372, 1.1160, 1.2137], [-2.3778, 2.6277, 2.2215], [1.3581, -0.1397, 1.5968], [1.9144, 0.2976, 0.7822], [0.4587, -0.5847, 1.2001], [1.8985, -0.9500, 2.0612], [1.0605, 0.6128, 2.3105], [0.7605, 1.8422, -2.0270], [1.1543, 2.4351, -2.8380], [0.1239, 2.4415, -1.3947], [0.2472, 0.9573, -2.3700], [1.5146, 1.4640, -1.3543], [0.6929, -3.5328, -1.2686], [2.0722, -2.9206, -1.5981], [1.7863, -1.4422, -1.8329], [0.5978, -1.2009, -1.1751], [-0.2670, -2.3272, -1.2409], [0.6244, -3.9517, -0.2646], [0.5165, -4.3609, -1.9550], [2.6314, -3.3499, -2.4293], [2.7726, -2.9432, -0.7632], [1.6976, -1.1313, -2.8739], [2.5161, -0.6886, -1.5370], [-0.8894, -2.3642, -2.1350], [-0.9461, -2.4464, -0.3966]],
  "forces_ev_per_angstrom": [[0.70, 1.02, 0.33], [-0.10, 0.39, 0.01], [-0.02, 1.28, 4.53], [4.02, 1.75, -2.18], [0.53, -3.40, -0.02], [-3.18, 1.82, -1.87], [-0.74, -0.24, -0.65], [-0.14, -2.13, -4.16], [-4.15, 0.39, 1.58], [1.59, -2.55, 2.30], [1.06, 3.51, -0.96], [0.31, 0.07, -0.18], [-3.51, 1.03, 3.95], [-2.38, -1.18, -3.61], [1.99, 2.62, -0.42], [2.95, -3.79, 1.35], [-0.48, 0.19, 0.12], [3.37, -0.55, 2.23], [0.65, 2.47, -3.22], [-1.80, -2.92, -0.74], [-3.32, 2.15, 2.67], [0.66, -0.46, 0.63], [2.44, 1.66, -3.15], [-2.81, -2.30, -0.83], [2.45, -3.33, 1.98], [-0.90, 2.80, 2.67], [0.00, -0.02, -0.70], [1.80, 2.48, -3.44], [-2.46, 2.45, 1.58], [-2.21, -3.24, -1.80], [3.44, -1.21, 2.22], [0.72, -0.17, 0.61], [0.83, 0.33, -0.02], [0.13, 0.38, -0.82], [-1.59, -0.11, 1.18], [0.65, -1.28, -0.70], [0.60, -0.15, 0.02], [-0.46, 0.26, -0.43], [-0.26, -0.25, -0.20], [-0.32, -0.41, 0.27], [-0.45, -0.56, -0.83], [0.13, -0.36, 0.91], [-0.03, 0.65, -0.39], [0.29, 0.91, 0.17]],
  "mulliken_spin": [-0.46, 0.01, 0.00, 0.00, 0.00, 0.00, 0.04, 0.00, 0.00, -0.01, 0.00, 0.03, 0.00, 0.00, 0.00, 0.00, 0.02, 0.00, 0.00, 0.00, 0.00, 0.26, -0.02, -0.01, -0.02, 0.00, -0.04, -0.01, 0.00, -0.02, 0.00, 2.57, 3.63, 0.16, -2.44, 0.28, -0.29, -1.27, -1.56, 0.25, 0.07, -0.20, 0.12, -0.11]
}


{
  "formula": "C4H32N2O14",
  "method": "ωB97M-V/def2-TZVPD",
  "gap_ev": [10.66, 4.94],
  "total_charge": 1,
  "multiplicity": 2,
  "energy_ev": -36301.259,
  "s_squared": 0.756,
  "homo_ev": [-13.811, -13.598],
  "elements": ["N", "C", "C", "C", "O", "C", "N", "O", "H", "H", "H", "H", "H", "H", "H", "H", "H", "H", "O", "H", "H", "O", "H", "H", "O", "H", "H", "O", "H", "H", "O", "H", "H", "O", "H", "H", "O", "H", "H", "O", "H", "H", "O", "H", "H", "O", "H", "H", "O", "H", "H", "O"],
  "coordinates": [[-0.3175, -1.1611, -0.2398], [-0.5599, 0.0950, 0.5084], [0.2738, 1.3172, 0.0130], [1.5661, 1.3949, 0.7748], [2.0370, 0.3975, 1.2240], [-2.0901, 0.2921, 0.5191], [-2.7518, -0.3567, 1.5816], [-2.7249, 0.9359, -0.3479], [-0.1751, -0.9157, -1.2181], [0.5076, -1.6719, 0.0346], [-0.2930, -0.2940, 1.6247], [0.3533, 1.2485, -1.1548], [-0.2791, 2.2531, 0.1822], [1.9063, 2.2880, 1.2428], [-3.5444, 0.1806, 1.7883], [-2.2287, -0.6292, 2.3462], [3.3527, 0.1072, 2.4549], [3.5781, -0.8935, 3.6710], [3.7890, 0.0284, 3.2138], [-2.1109, 1.2402, -3.6374], [-2.3809, 0.8791, -2.1250], [-1.6250, 1.0494, -2.7614], [3.1402, -0.3583, -4.0377], [1.7028, -0.6956, -4.1507], [2.5235, -0.8347, -4.5422], [-1.7256, -4.4368, 2.6865], [-1.5603, -2.9459, 2.3784], [-1.1708, -3.7403, 2.7595], [0.8209, -0.2887, 3.4902], [0.3523, -1.5481, 3.9156], [-0.1033, -0.7019, 3.7046], [-2.1812, -1.6462, -3.0019], [-3.4240, -2.3520, -3.2147], [-3.1775, -1.4961, -3.0534], [-4.4828, 0.3367, -0.3314], [-4.7082, -0.9495, 0.2094], [-5.1345, -0.1117, 0.1865], [0.1888, 3.0656, 3.6293], [1.1895, 1.9944, 3.5744], [0.8231, 2.6107, 3.0797], [0.3502, -2.2000, -2.4913], [0.5539, -2.5671, -3.9704], [-0.0357, -2.0032, -3.3431], [4.1218, 2.5387, -0.4113], [3.0954, 3.2209, -1.1082], [3.2073, 2.8400, -0.1977], [3.3764, -2.6051, 0.2421], [2.6016, -1.3854, 0.9799], [2.4842, -2.1394, 0.4032], [0.7922, 2.5470, -2.5275], [2.1933, 2.2510, -3.3286], [1.7655, 2.6983, -2.5789]],
  "forces_ev_per_angstrom": [[0.96, 3.47, -0.57], [1.06, -3.08, 2.74], [-1.20, 0.29, -2.48], [-1.21, 0.13, 0.87], [1.02, -2.27, 0.06], [-3.08, 0.83, -0.65], [1.53, 1.53, -3.66], [2.38, -1.63, 2.63], [-0.89, -0.21, -0.58], [0.47, -1.19, 1.00], [-0.51, 1.61, -2.44], [0.24, 0.09, 2.20], [-0.11, -0.36, 0.00], [-0.24, 1.25, -0.49], [-2.02, 0.29, 0.43], [1.49, -0.53, 1.88], [-2.97, 0.26, -4.90], [0.71, 3.05, -1.78], [2.42, -3.33, 7.06], [1.25, -0.57, 1.95], [1.28, 0.39, -1.06], [-2.01, 0.24, -1.18], [1.38, 0.89, 0.97], [-2.39, 0.44, 1.04], [0.94, -1.31, -1.96], [-2.99, -3.27, -0.49], [-0.29, -0.55, 0.06], [3.30, 3.87, 0.42], [-2.52, 0.01, 0.36], [-1.38, -0.22, 0.23], [3.88, 0.08, -0.71], [-1.59, 0.82, -0.31], [-1.70, -3.42, -0.75], [3.36, 2.63, 1.01], [0.25, 1.15, -0.75], [-0.04, -1.63, 0.24], [-0.92, 0.33, 0.44], [-0.20, 0.26, 0.24], [2.89, -4.44, 3.88], [-2.80, 4.23, -3.85], [0.30, -0.43, 0.22], [-1.58, 1.38, 1.38], [1.44, -1.23, -1.64], [-0.48, -0.11, 1.16], [-1.09, -0.09, 1.00], [2.06, 0.37, -2.47], [-2.16, 1.27, 0.57], [0.48, 0.25, 0.05], [1.43, -1.66, -0.89], [1.20, 0.05, -0.87], [-0.94, 0.18, 0.17], [-0.41, -0.11, 0.19]],
  "mulliken_spin": [0.66, -0.03, 0.04, 0.00, 0.06, 0.08, 0.05, 0.08, 0.00, -0.01, 0.00, 0.02, 0.00, 0.03, 0.00, 0.00, 0.00, 0.00, 0.00, 0.00, 0.00, 0.00, 0.00, 0.00, 0.00, 0.00, 0.00, 0.00, 0.00, 0.00, 0.00, 0.00, 0.00, 0.00, 0.00, 0.00, 0.01, 0.00, 0.00, 0.00, 0.00, 0.00, 0.00, 0.00, 0.00, 0.00, 0.00, 0.00, 0.00, 0.00, 0.00, 0.00]
}


{
  "formula": "C4H32NO11",
  "method": "ωB97M-V/def2-TZVPD",
  "gap_ev": [2.59, 10.78],
  "multiplicity": 2,
  "energy_ev": -28676.168,
  "s_squared": 0.751,
  "homo_ev": [-2.488, -10.824],
  "elements": ["C", "N", "C", "C", "C", "H", "H", "H", "H", "H", "H", "H", "H", "H", "H", "H", "H", "O", "H", "H", "O", "H", "H", "O", "H", "H", "O", "H", "H", "O", "H", "H", "O", "H", "H", "O", "H", "H", "O", "H", "H", "O", "H", "H", "O", "H", "H", "O"],
  "coordinates": [[-0.2226, 2.3566, -1.2610], [-1.1022, 1.4263, -0.4593], [-2.2868, 2.2964, 0.0385], [-2.2855, 3.5882, -0.8038], [-0.9387, 3.6044, -1.6627], [0.6501, 2.6640, -0.6828], [-0.0097, 1.7884, -2.2342], [-0.5803, 1.0259, 0.3881], [-1.3746, 0.6924, -1.1072], [-2.3483, 2.4476, 1.1213], [-3.2445, 1.7147, 0.0093], [-3.2098, 3.6272, -1.4284], [-2.3767, 4.4519, -0.1484], [-0.3484, 4.4574, -1.4953], [-1.2516, 3.7849, -2.6634], [-2.0378, -1.2221, 1.5771], [-3.3755, -0.4905, 1.0957], [-2.4264, -0.6576, 0.8569], [0.5454, 1.0489, 2.2910], [1.7115, 1.8081, 2.1756], [0.9003, 1.6806, 1.6396], [-0.7776, -3.1860, -0.6023], [0.7291, -2.7605, -0.6168], [0.1638, -3.5739, -0.6153], [4.4706, -1.0882, -0.3960], [4.1812, 0.2903, 0.1064], [4.2785, -0.6009, 0.4244], [-1.9999, 0.8527, -4.0502], [-2.5778, 0.0547, -2.7749], [-1.8516, 0.5755, -3.1333], [0.9844, -1.7146, 2.7019], [-0.1566, -2.2704, 2.0281], [0.0870, -1.4863, 2.5548], [1.2590, -0.5076, -0.6452], [0.1170, -1.1051, -1.5069], [0.4085, -0.9616, -0.5861], [3.0576, -3.0639, -1.5875], [1.8994, -2.6962, -2.1984], [2.5846, -2.1969, -1.7248], [2.7934, -3.9043, 2.3797], [2.3426, -2.7383, 1.3469], [2.2829, -3.1223, 2.2424], [2.6499, -0.2697, 3.4871], [2.7246, 1.0509, 4.1214], [2.8891, 0.6365, 3.2473], [-4.3054, -1.4118, -1.6342], [-3.4059, -0.7068, -0.6252], [-3.6631, -0.7311, -1.5580]],
  "forces_ev_per_angstrom": [[0.94, -1.33, -2.06], [0.18, 1.99, 1.88], [-1.24, -0.86, -0.17], [-0.16, -0.03, -0.22], [-3.01, 0.15, 1.40], [-0.04, -0.75, -0.04], [0.38, 0.59, 1.72], [-0.79, 0.40, -1.70], [-0.43, -0.27, 0.36], [1.44, 0.15, -0.11], [0.85, 0.20, -1.01], [0.91, -0.18, 0.14], [0.24, 0.03, 0.09], [0.79, 1.13, 0.89], [-0.02, -0.94, -1.17], [-0.56, 0.58, -0.64], [0.54, -0.24, 0.56], [-0.02, -0.11, 0.72], [-0.68, -0.28, -0.61], [0.12, 0.23, -0.97], [0.27, -0.18, 1.29], [1.98, -0.85, 0.04], [-0.89, -0.78, 0.36], [-1.28, 1.06, -0.16], [-0.15, 0.10, 0.44], [-0.11, 0.71, 0.04], [0.17, -0.83, -0.46], [-0.28, -0.38, 0.52], [-0.84, -0.41, -0.15], [1.04, 0.65, -0.31], [1.60, -0.29, 0.58], [-0.26, 0.35, 0.07], [-1.48, 0.00, -0.53], [0.13, -0.08, -0.05], [0.15, 0.23, 0.30], [-0.28, 0.58, -0.35], [0.46, 1.42, 0.47], [-0.83, 0.95, -0.39], [0.67, -2.64, -0.28], [0.60, -0.60, -0.49], [0.45, -0.81, 0.47], [-0.83, 1.49, -0.06], [0.18, -0.25, -0.62], [0.36, 0.11, -0.68], [-0.32, 0.19, 1.55], [-0.96, -1.03, -0.12], [0.27, -0.38, -0.06], [0.76, 1.23, -0.46]],
  "mulliken_spin": [0.20, -0.08, 0.54, -0.01, 0.03, -0.06, -0.01, 0.11, 0.02, -0.10, -0.06, -0.02, -0.01, -0.01, 0.00, 0.44, 0.20, -0.75, 0.02, 0.04, -0.06, 0.01, -0.03, -0.06, 0.00, -0.01, 0.05, 0.00, 0.12, 0.01, 0.07, 0.01, -0.08, -0.07, -0.04, 0.53, -0.01, 0.03, -0.05, 0.01, 0.00, -0.02, 0.00, 0.00, 0.00, 0.08, 0.15, -0.11]
}


{
  "formula": "C4H33N3O12",
  "method": "ωB97M-V/def2-TZVPD",
  "gap_ev": 9.71,
  "smiles": "NCCNC(=O)CN.O.O.O.O.O.O.O.O.O.O.O",
  "energy_ev": -33722.416,
  "homo_ev": -9.700,
  "elements": ["N", "C", "C", "N", "C", "C", "N", "O", "H", "H", "H", "H", "H", "H", "H", "H", "H", "H", "H", "H", "H", "O", "H", "H", "O", "H", "H", "O", "H", "H", "O", "H", "H", "O", "H", "H", "O", "H", "H", "O", "H", "H", "O", "H", "H", "O", "H", "H", "O", "H", "H", "O"],
  "coordinates": [[-1.8261, 0.1182, 2.3118], [-0.7370, 0.5444, 1.3895], [0.3160, -0.5798, 1.4254], [0.7531, -0.9585, 0.1728], [0.0850, -0.6738, -1.0959], [0.6132, -1.3797, -2.3529], [0.8816, -0.3225, -3.3641], [0.7553, -0.9494, 2.4715], [-1.5031, 0.3735, 3.2366], [-1.8371, -0.9121, 2.3774], [-0.2782, 1.5740, 1.5306], [-1.2832, 0.6947, 0.4379], [0.9092, -1.9553, 0.0817], [-1.0086, -0.7962, -1.2087], [0.4309, 0.3919, -1.2042], [-0.1835, -2.0551, -2.7256], [1.5457, -1.9032, -2.2863], [1.3074, -0.7759, -4.1543], [0.0858, 0.2304, -3.6644], [4.4150, 0.1689, 0.4138], [2.8493, -0.0254, 0.2531], [3.5977, -0.0802, 0.8712], [-1.5365, 3.2648, 0.4780], [-1.0559, 4.4042, 1.3668], [-0.7256, 3.7582, 0.7438], [-2.2416, 2.5106, -2.7161], [-3.0092, 2.0726, -1.4834], [-2.7180, 2.8686, -1.9609], [3.2531, -2.6902, -0.8427], [2.9017, -3.7096, 0.2089], [2.5351, -3.2491, -0.5498], [-0.2009, -3.4196, -0.2770], [-1.6837, -2.8420, -0.7324], [-1.1358, -3.3057, -0.1014], [-3.8573, 0.7604, 0.1741], [-3.9806, -0.5696, -0.6180], [-4.4591, 0.2215, -0.3979], [3.6537, 1.2901, 1.9638], [2.6556, 2.5982, 2.0650], [3.3139, 2.0298, 2.4475], [-0.1288, -3.3969, 2.2072], [1.2501, -3.8905, 1.9711], [0.3085, -4.1786, 1.8769], [1.2856, 3.3101, 0.2505], [2.8871, 3.4774, 0.7120], [1.9794, 3.7830, 0.6829], [-3.8072, -1.6642, 1.2336], [-2.6799, -2.7657, 0.9462], [-3.3000, -2.1125, 0.5771], [-0.2380, 3.7155, -1.0332], [0.5770, 3.7985, -2.4013], [0.2690, 3.2016, -1.7082]],
  "forces_ev_per_angstrom": [[0.49, 0.48, 0.76], [-0.91, 0.12, -0.48], [-0.78, 2.68, -2.09], [-0.35, -2.76, -0.62], [0.67, 2.79, -0.57], [-0.86, 1.08, -0.95], [0.45, -0.37, 0.43], [0.40, -1.32, 0.80], [-0.22, 0.10, 0.32], [0.03, 0.75, -0.41], [-0.54, -1.38, 0.75], [0.83, -0.54, -0.02], [1.19, 0.02, 1.11], [0.30, 0.38, 1.03], [-1.29, -0.62, -0.70], [0.54, -0.14, 0.31], [0.29, -0.46, 0.52], [-0.07, 0.17, -0.48], [-0.04, -0.34, 0.16], [-0.47, -0.12, -0.18], [0.25, -0.05, 0.13], [0.50, -0.40, -0.39], [0.72, 0.47, 0.16], [0.12, 0.39, 0.26], [-1.29, -0.83, -0.42], [0.19, 0.13, 0.03], [-0.17, 0.30, -0.35], [-0.21, -0.49, 0.47], [0.25, 0.33, -0.09], [0.03, -0.15, 0.09], [-0.25, -0.37, 0.05], [-0.19, -0.11, -0.57], [0.64, 0.13, -0.70], [-0.68, -0.49, 0.93], [-0.74, -0.99, -0.49], [0.50, -0.65, 0.06], [0.31, 1.75, 0.58], [-0.71, -0.48, -0.93], [-0.52, -0.39, -0.54], [0.86, 1.10, 2.27], [-0.47, 0.38, 0.18], [-1.03, -0.54, 0.06], [1.90, 0.16, 0.07], [0.17, -1.01, -0.82], [-0.30, -0.56, -0.94], [0.55, 1.90, 1.46], [-0.40, 0.25, 0.93], [-0.41, 0.37, 0.14], [0.59, -0.62, -1.02], [0.54, -0.14, -0.97], [-0.13, 0.04, 0.40], [-0.28, 0.04, 0.29]],
  "lowdin_charge": [0.01, -0.17, -0.49, 0.05, -0.21, -0.25, -0.01, 0.10, 0.07, 0.06, 0.13, 0.08, 0.07, 0.11, 0.12, 0.11, 0.09, 0.06, 0.07, 0.07, 0.04, -0.05, 0.07, 0.08, -0.06, 0.03, 0.01, -0.05, 0.04, 0.05, -0.04, 0.03, 0.04, -0.06, 0.04, -0.01, -0.06, -0.04, -0.03, -0.06, 0.01, 0.06, -0.06, -0.02, 0.04, -0.05, 0.03, 0.04, -0.06, 0.01, 0.05, -0.09]
}